w:
DFT (ωB97M-V/def2-TZVPD) results for a 2-piece molecular cluster, CH4N2O2 overall.

Orbital gap (alpha / beta): 9.5129 / 9.1399 eV
E_HOMO (alpha / beta): -11.3 / -10.3 eV

```
! wB97M-V def2-TZVPD RIJCOSX def2/J DEFGRID3
* xyz 0 1
C 1.047 -0.619 -0.273
N -1.091 0.677 1.094
N 2.252 0.069 -0.070
O 2.555 0.880 -0.910
O 2.810 -0.212 0.962
H 0.655 -1.197 0.602
H 0.691 -0.586 -1.391
H -1.506 0.940 0.171
H -0.701 1.475 1.540
*
```

Mulliken analysis output, partial charges in e:
1. C -0.61
2. N -0.47
3. N 0.91
4. O -0.55
5. O -0.54
6. H 0.44
7. H 0.33
8. H 0.24
9. H 0.24


x:
DFT (ωB97M-V/def2-TZVPD) results for a 2-piece molecular cluster, CH4N2O2 overall.

Orbital gap (alpha / beta): 6.1814 / 6.1852 eV
E_HOMO (alpha / beta): -8.4 / -8.4 eV

```
! wB97M-V def2-TZVPD RIJCOSX def2/J DEFGRID3
* xyz 0 1
C -1.938 -0.353 -0.070
N 1.903 0.010 -0.022
N 1.182 1.039 0.067
O 1.553 -1.152 0.227
O -0.082 1.049 0.329
H -2.343 0.605 0.096
H -1.469 -0.703 0.832
H -1.681 -0.767 -1.073
H 2.877 0.271 -0.387
*
```

Mulliken analysis output, partial charges in e:
1. C -0.30
2. N 0.32
3. N -0.11
4. O -0.62
5. O -0.35
6. H 0.24
7. H 0.26
8. H 0.26
9. H 0.30


y:
DFT (ωB97M-V/def2-TZVPD) results for a 2-piece molecular cluster, CH4N2O2 overall.

Orbital gap: 9.7423 eV
SMILES: O=NO.C=N
E_HOMO: -9.3 eV

```
! wB97M-V def2-TZVPD RIJCOSX def2/J DEFGRID3
* xyz 0 1
O 3.299 0.168 -0.738
N 2.102 -0.152 -0.621
O 1.445 0.294 0.432
H 0.476 0.016 0.101
C -1.580 0.319 0.348
N -0.860 -0.530 -0.138
H -1.245 1.248 0.532
H -2.623 0.146 0.618
H -1.015 -1.509 -0.534
*
```

Mulliken analysis output, partial charges in e:
1. O -0.37
2. N -0.01
3. O -0.37
4. H 0.71
5. C -0.24
6. N -0.41
7. H 0.23
8. H 0.24
9. H 0.22


z:
DFT (ωB97M-V/def2-TZVPD) results for CH4N2O2 as an isolated structure.

Orbital gap: 9.4131 eV
E_HOMO: -9.0 eV

```
! wB97M-V def2-TZVPD RIJCOSX def2/J DEFGRID3
* xyz 0 1
C 0.644 -0.419 0.005
N 1.554 0.573 0.079
N -1.944 -0.249 0.109
O 0.618 -1.597 -0.178
O -0.879 0.567 -0.213
H 2.582 0.321 -0.095
H 1.270 1.442 -0.202
H -1.844 -1.198 -0.369
H -1.823 -0.414 1.087
*
```

Mulliken analysis output, partial charges in e:
1. C 0.59
2. N -0.38
3. N -0.43
4. O -0.45
5. O -0.37
6. H 0.28
7. H 0.25
8. H 0.26
9. H 0.25


On energetic grounds, z is preferred over the next structure by 1.724 eV.


w:
DFT (ωB97M-V/def2-TZVPD) results for C5H4N2O in the gas phase.

Orbital gap: 8.6594 eV
SMILES: C=CC1=NC=NC1=O
E_HOMO: -10.2 eV

```
! wB97M-V def2-TZVPD RIJCOSX def2/J DEFGRID3
* xyz 0 1
C 2.594 0.152 0.126
C 1.728 -0.815 -0.138
C 0.230 -0.568 -0.123
N -0.650 -1.489 0.015
C -1.900 -0.740 0.068
N -1.867 0.500 0.039
C -0.494 0.843 -0.077
O -0.067 2.000 -0.018
H 3.623 -0.272 0.528
H 2.426 1.134 -0.011
H 2.065 -1.852 -0.164
H -2.892 -1.320 0.276
*
```

Mulliken analysis output, partial charges in e:
1. C -0.62
2. C -0.37
3. C 0.65
4. N -0.59
5. C 0.00
6. N -0.42
7. C 0.58
8. O -0.48
9. H 0.17
10. H 0.42
11. H 0.34
12. H 0.32


x:
DFT (ωB97M-V/def2-TZVPD) results for C5H4N2O in the gas phase.

Orbital gap: 9.6003 eV
SMILES: O=Cc1cnccn1
E_HOMO: -9.9 eV

```
! wB97M-V def2-TZVPD RIJCOSX def2/J DEFGRID3
* xyz 0 1
O 1.848 -1.969 -0.033
C 1.073 -1.496 -0.800
C 0.309 -0.296 -0.359
C 0.348 0.047 1.006
N -0.541 0.971 1.552
C -1.356 1.480 0.670
C -1.322 1.150 -0.703
N -0.440 0.338 -1.240
H 0.857 -1.851 -1.791
H 1.056 -0.490 1.590
H -2.302 2.100 0.942
H -1.843 1.526 -1.546
*
```

Mulliken analysis output, partial charges in e:
1. O -0.47
2. C -0.08
3. C 0.49
4. C -0.22
5. N -0.53
6. C -0.10
7. C -0.07
8. N -0.58
9. H 0.40
10. H 0.46
11. H 0.27
12. H 0.44


y:
DFT (ωB97M-V/def2-TZVPD) results for C5H4N2O in the gas phase.

Orbital gap: 9.5018 eV
SMILES: C1=C[C@H]2C=NN=C2O1
E_HOMO: -9.3 eV

```
! wB97M-V def2-TZVPD RIJCOSX def2/J DEFGRID3
* xyz 0 1
C -1.895 0.270 0.355
C -1.066 -0.754 0.422
C 0.268 -0.300 0.187
C 1.809 -0.539 -0.317
N 1.894 0.410 -1.252
N 0.885 1.292 -1.237
C 0.074 0.913 -0.482
O -1.297 1.385 -0.180
H -2.800 0.458 0.540
H -1.158 -1.783 0.909
H 0.479 -0.145 1.287
H 2.806 -1.205 -0.234
*
```

Mulliken analysis output, partial charges in e:
1. C -0.56
2. C -0.47
3. C 0.77
4. C -0.32
5. N -0.42
6. N -0.34
7. C 0.27
8. O -0.36
9. H 0.63
10. H 0.29
11. H 0.19
12. H 0.32


On energetic grounds, x is preferred over the next structure by 0.991 eV.


w:
DFT (ωB97M-V/def2-TZVPD) results for C2H4INO in the gas phase.

Orbital gap: 10.1054 eV
SMILES: [H]/N=C(\I)CO
E_HOMO: -9.6 eV

```
! wB97M-V def2-TZVPD RIJCOSX def2/J DEFGRID3
* xyz 0 1
H 0.721 2.644 -0.143
N 0.333 1.832 0.310
C 0.555 0.858 -0.361
I 1.737 0.715 -2.176
C -0.402 -0.464 -0.160
O 0.071 -1.621 -0.719
H -1.353 -0.141 -0.540
H -0.499 -0.606 0.913
H 0.367 -2.137 0.110
*
```

Mulliken analysis output, partial charges in e:
1. H 0.31
2. N -0.53
3. C 0.11
4. I 0.00
5. C -0.32
6. O -0.46
7. H 0.25
8. H 0.29
9. H 0.36


x:
DFT (ωB97M-V/def2-TZVPD) results for a 2-piece molecular cluster, C2H4INO overall.

Orbital gap (alpha / beta): 8.4217 / 5.9204 eV
E_HOMO (alpha / beta): -9.2 / -8.3 eV

```
! wB97M-V def2-TZVPD RIJCOSX def2/J DEFGRID3
* xyz 0 1
C 0.170 -0.722 0.260
C -0.544 1.445 -0.238
N -0.089 -1.467 -0.690
O -0.086 0.459 0.652
I 2.091 -2.657 2.297
H 0.313 2.236 -0.265
H -1.430 2.105 0.085
H -0.783 0.899 -1.216
H 0.358 -2.298 -0.885
*
```

Mulliken analysis output, partial charges in e:
1. C 0.42
2. C -0.58
3. N -0.47
4. O -0.28
5. I -0.15
6. H 0.21
7. H 0.22
8. H 0.34
9. H 0.30


On energetic grounds, w is preferred over the next structure by 2.104 eV.


w:
DFT (ωB97M-V/def2-TZVPD) results for C2H4INO as an isolated structure.

Orbital gap: 8.6249 eV
E_HOMO: -9.1 eV

```
! wB97M-V def2-TZVPD RIJCOSX def2/J DEFGRID3
* xyz 0 1
C 0.958 0.764 0.087
C 0.352 -0.374 -0.622
N -1.140 -0.925 0.373
O 1.990 0.708 0.702
I -2.601 0.480 0.297
H 0.379 1.706 0.019
H -0.115 -0.158 -1.571
H 0.926 -1.292 -0.598
H -0.747 -0.909 1.314
*
```

Mulliken analysis output, partial charges in e:
1. C 0.23
2. C -0.46
3. N -0.63
4. O -0.44
5. I 0.12
6. H 0.30
7. H 0.29
8. H 0.28
9. H 0.31


x:
DFT (ωB97M-V/def2-TZVPD) results for C2H4INO in the gas phase.

Orbital gap: 9.7879 eV
SMILES: [H]/N=C(\I)OC
E_HOMO: -9.7 eV

```
! wB97M-V def2-TZVPD RIJCOSX def2/J DEFGRID3
* xyz 0 1
H 1.036 -2.329 0.682
N 0.478 -1.577 0.278
C 0.943 -0.484 -0.023
I 3.135 0.002 -0.143
O 0.217 0.693 -0.298
C -1.153 0.851 -0.131
H -1.767 0.224 -0.887
H -1.457 2.024 -0.320
H -1.433 0.596 0.842
*
```

Mulliken analysis output, partial charges in e:
1. H 0.29
2. N -0.57
3. C 0.40
4. I -0.01
5. O -0.29
6. C -0.57
7. H 0.25
8. H 0.20
9. H 0.30


y:
DFT (ωB97M-V/def2-TZVPD) results for a 2-piece molecular cluster, C2H4INO overall.

Orbital gap (alpha / beta): 7.4045 / 8.0664 eV
E_HOMO (alpha / beta): -8.5 / -8.3 eV

```
! wB97M-V def2-TZVPD RIJCOSX def2/J DEFGRID3
* xyz 0 1
C -0.188 -0.022 -1.700
C 0.664 -0.081 1.282
N -1.384 -0.496 0.156
O -0.618 -0.680 1.186
I -1.409 0.103 -3.340
H 0.262 0.943 -1.689
H 0.973 0.064 0.270
H 1.324 -0.630 2.100
H 0.376 0.799 1.735
*
```

Mulliken analysis output, partial charges in e:
1. C -0.49
2. C -0.33
3. N -0.10
4. O -0.12
5. I 0.09
6. H 0.27
7. H 0.18
8. H 0.21
9. H 0.29


On energetic grounds, x is preferred over the next structure by 1.014 eV.


w:
DFT (ωB97M-V/def2-TZVPD) results for a 2-piece molecular cluster, CH4SSi overall.

Orbital gap: 7.6647 eV
E_HOMO: -8.4 eV

```
! wB97M-V def2-TZVPD RIJCOSX def2/J DEFGRID3
* xyz 0 1
C 0.518 0.844 0.508
Si -0.677 -0.478 -0.192
S 0.770 2.016 1.502
H 2.022 0.104 -0.420
H -0.826 0.139 -1.486
H -2.020 -1.106 0.109
H 0.213 -1.520 -0.021
*
```

Mulliken analysis output, partial charges in e:
1. C -0.09
2. Si 0.48
3. S -0.18
4. H 0.08
5. H -0.08
6. H -0.12
7. H -0.09


x:
DFT (ωB97M-V/def2-TZVPD) results for CH4SSi in the gas phase.

Orbital gap: 7.9184 eV
SMILES: [SiH3]C=S
E_HOMO: -8.6 eV

```
! wB97M-V def2-TZVPD RIJCOSX def2/J DEFGRID3
* xyz 0 1
Si -0.806 -0.011 0.224
C 0.940 -0.012 -0.485
S 2.239 0.421 0.376
H -1.218 1.245 -0.226
H -0.966 0.218 1.647
H -1.317 -1.226 -0.148
H 1.128 -0.634 -1.388
*
```

Mulliken analysis output, partial charges in e:
1. Si 0.55
2. C -0.27
3. S -0.21
4. H -0.12
5. H -0.11
6. H -0.13
7. H 0.29


y:
DFT (ωB97M-V/def2-TZVPD) results for CH4SSi in the gas phase.

Orbital gap (alpha / beta): 5.3823 / 5.3097 eV
E_HOMO (alpha / beta): -8.7 / -8.6 eV

```
! wB97M-V def2-TZVPD RIJCOSX def2/J DEFGRID3
* xyz 0 1
C 0.799 0.779 -0.077
Si -0.360 -0.620 -0.064
S -2.367 0.123 -0.123
H 1.566 0.719 0.751
H -0.188 -1.528 -1.052
H 0.696 1.636 -0.762
H -0.147 -1.109 1.327
*
```

Mulliken analysis output, partial charges in e:
1. C -0.43
2. Si 0.48
3. S -0.33
4. H 0.23
5. H -0.15
6. H 0.31
7. H -0.12


On energetic grounds, x is preferred over the next structure by 1.768 eV.


w:
DFT (ωB97M-V/def2-TZVPD) results for C5H8FNO2 in the gas phase.

Orbital gap: 10.7402 eV
SMILES: C=C[C@H]([C@H](C)F)[N+](=O)[O-]
E_HOMO: -10.8 eV

```
! wB97M-V def2-TZVPD RIJCOSX def2/J DEFGRID3
* xyz 0 1
C -0.808 2.984 0.699
C 0.020 2.049 0.564
C -0.301 0.655 -0.660
C 1.225 0.305 -1.103
C 1.470 -0.406 -2.370
F 1.798 -0.433 -0.030
N -1.136 1.248 -1.611
O -2.285 1.316 -1.192
O -0.745 1.487 -2.761
H -0.446 3.721 1.416
H -1.821 3.124 0.250
H 0.872 1.651 1.020
H -0.787 -0.163 -0.105
H 1.774 1.222 -0.899
H 2.387 -0.068 -2.912
H 1.650 -1.419 -2.003
H 0.639 -0.444 -3.013
*
```

Mulliken analysis output, partial charges in e:
1. C -0.69
2. C -0.26
3. C -0.27
4. C 0.25
5. C -1.23
6. F -0.34
7. N 0.97
8. O -0.56
9. O -0.60
10. H 0.27
11. H 0.27
12. H 0.47
13. H 0.37
14. H 0.35
15. H 0.26
16. H 0.36
17. H 0.36


x:
DFT (ωB97M-V/def2-TZVPD) results for C5H8FNO2 in the gas phase.

Orbital gap: 10.5510 eV
SMILES: N[C@]1(C(=O)O)C[C@@H](F)C1
E_HOMO: -9.7 eV

```
! wB97M-V def2-TZVPD RIJCOSX def2/J DEFGRID3
* xyz 0 1
N 1.337 1.564 -0.115
C 0.386 0.476 -0.105
C 1.007 -0.926 -0.185
O 1.254 -1.554 -1.186
O 1.363 -1.424 1.034
C -0.803 0.374 -1.098
C -1.621 -0.232 0.045
F -1.439 -1.620 -0.072
C -0.685 0.413 1.035
H 1.863 1.543 -0.936
H 1.935 1.430 0.716
H 1.566 -2.351 0.793
H -0.694 -0.255 -1.978
H -1.225 1.367 -1.400
H -2.706 -0.042 0.189
H -0.427 -0.138 1.977
H -1.113 1.377 1.284
*
```

Mulliken analysis output, partial charges in e:
1. N -0.69
2. C 0.66
3. C 0.46
4. O -0.58
5. O -0.45
6. C -0.89
7. C 0.04
8. F -0.31
9. C -0.75
10. H 0.25
11. H 0.29
12. H 0.35
13. H 0.31
14. H 0.33
15. H 0.36
16. H 0.26
17. H 0.37


On energetic grounds, x is preferred over the next structure by 5.032 eV.


w:
DFT (ωB97M-V/def2-TZVPD) results for a 2-piece molecular cluster, C12H17N overall.

Orbital gap: 8.9422 eV
SMILES: Cc1c[nH]c2ccccc12.CCC
E_HOMO: -8.0 eV

```
! wB97M-V def2-TZVPD RIJCOSX def2/J DEFGRID3
* xyz 0 1
C 2.194 -0.324 1.749
C 1.652 -0.841 0.461
C 0.948 -1.963 0.229
N 0.447 -1.957 -1.091
C 1.002 -0.874 -1.742
C 0.852 -0.472 -3.066
C 1.290 0.835 -3.288
C 1.869 1.696 -2.350
C 2.008 1.243 -1.014
C 1.669 -0.077 -0.790
H 1.626 0.480 2.223
H 3.202 0.073 1.599
H 2.371 -1.097 2.500
H 0.562 -2.699 0.917
H 0.252 -2.877 -1.442
H 0.320 -0.980 -3.854
H 1.277 1.167 -4.324
H 1.928 2.770 -2.433
H 2.337 1.811 -0.157
C -2.793 0.681 0.216
C -2.277 -0.192 1.406
C -2.450 0.388 2.814
H -3.310 1.546 0.639
H -3.318 0.129 -0.551
H -2.027 1.187 -0.400
H -2.793 -1.136 1.239
H -1.214 -0.254 1.163
H -2.694 -0.399 3.518
H -1.614 1.067 2.949
H -3.315 1.069 2.880
*
```

Mulliken analysis output, partial charges in e:
1. C -1.54
2. C 0.66
3. C -0.73
4. N -0.06
5. C -0.13
6. C -0.90
7. C -0.20
8. C -0.86
9. C -0.27
10. C 0.85
11. H 0.26
12. H 0.39
13. H 0.40
14. H 0.39
15. H 0.26
16. H 0.40
17. H 0.35
18. H 0.34
19. H 0.41
20. C -1.06
21. C 0.50
22. C -1.18
23. H 0.32
24. H 0.29
25. H 0.24
26. H 0.36
27. H -0.42
28. H 0.32
29. H 0.34
30. H 0.31


x:
DFT (ωB97M-V/def2-TZVPD) results for a 2-piece molecular cluster, C12H17N overall.

Orbital gap: 8.6791 eV
SMILES: CCc1c[nH]c2ccccc12.CC
E_HOMO: -7.8 eV

```
! wB97M-V def2-TZVPD RIJCOSX def2/J DEFGRID3
* xyz 0 1
C -0.775 1.897 0.988
C -0.078 0.576 1.113
C 1.238 0.596 0.542
C 2.491 0.508 1.158
N 3.469 0.243 0.157
C 2.916 0.309 -1.062
C 3.499 0.090 -2.288
C 2.798 0.513 -3.419
C 1.480 0.993 -3.254
C 0.825 0.875 -2.038
C 1.469 0.633 -0.876
H -0.317 2.421 0.124
H -0.665 2.547 1.750
H -1.801 1.880 1.226
H -0.021 0.192 2.209
H -0.604 -0.122 0.324
H 2.766 0.680 2.111
H 4.414 0.240 0.389
H 4.444 -0.259 -2.473
H 3.092 0.117 -4.425
H 0.858 1.542 -4.006
H -0.292 1.197 -2.059
C -3.671 -2.958 1.755
C -4.044 -1.490 1.585
H -4.339 -3.770 1.333
H -2.702 -3.192 1.287
H -3.669 -3.086 2.926
H -4.984 -1.226 2.085
H -4.524 -0.999 0.688
H -3.275 -0.947 2.153
*
```

Mulliken analysis output, partial charges in e:
1. C -1.38
2. C -0.16
3. C 0.27
4. C -1.04
5. N 0.00
6. C -0.24
7. C -0.93
8. C -0.41
9. C -0.64
10. C 0.01
11. C 0.91
12. H 0.32
13. H 0.43
14. H 0.41
15. H 0.26
16. H 0.18
17. H 0.55
18. H 0.17
19. H 0.49
20. H 0.29
21. H 0.28
22. H 0.23
23. C -0.75
24. C -0.81
25. H 0.28
26. H 0.25
27. H 0.21
28. H 0.32
29. H 0.32
30. H 0.18


y:
DFT (ωB97M-V/def2-TZVPD) results for a 2-piece molecular cluster, C12H17N overall.

Orbital gap: 8.7680 eV
SMILES: Cc1c[nH]c2ccccc12.CCC
E_HOMO: -7.9 eV

```
! wB97M-V def2-TZVPD RIJCOSX def2/J DEFGRID3
* xyz 0 1
C 2.947 0.335 0.558
C 1.774 -0.521 0.893
C 1.744 -1.887 0.798
N 0.466 -2.349 1.036
C -0.328 -1.310 1.485
C -1.599 -1.295 2.039
C -2.121 -0.080 2.434
C -1.332 1.082 2.352
C -0.066 1.054 1.814
C 0.499 -0.172 1.421
H 3.018 1.302 1.065
H 2.910 0.628 -0.489
H 3.871 -0.156 0.865
H 2.530 -2.526 0.430
H 0.333 -3.308 1.313
H -2.174 -2.183 2.250
H -3.151 0.006 2.754
H -1.729 2.060 2.603
H 0.510 1.963 1.836
C -1.337 1.771 -2.088
C -0.470 0.483 -1.996
C -0.312 -0.286 -3.280
H -2.341 1.640 -2.503
H -0.751 2.541 -2.565
H -1.663 1.951 -1.058
H 0.528 0.741 -1.639
H -0.976 -0.028 -1.201
H -0.200 0.283 -4.217
H 0.605 -0.881 -3.286
H -1.183 -0.859 -3.619
*
```

Mulliken analysis output, partial charges in e:
1. C -1.38
2. C 0.54
3. C -0.72
4. N -0.09
5. C -0.25
6. C -0.89
7. C -0.37
8. C -0.75
9. C -0.29
10. C 1.06
11. H 0.35
12. H 0.27
13. H 0.39
14. H 0.42
15. H 0.23
16. H 0.39
17. H 0.39
18. H 0.37
19. H 0.35
20. C -1.27
21. C 0.64
22. C -1.30
23. H 0.35
24. H 0.35
25. H 0.30
26. H -0.08
27. H -0.01
28. H 0.34
29. H 0.34
30. H 0.32


z:
DFT (ωB97M-V/def2-TZVPD) results for a 2-piece molecular cluster, C12H17N overall.

Orbital gap: 8.7405 eV
SMILES: Cc1c[nH]c2ccccc12.CCC
E_HOMO: -7.8 eV

```
! wB97M-V def2-TZVPD RIJCOSX def2/J DEFGRID3
* xyz 0 1
C -0.997 -2.894 -0.289
C -1.098 -1.771 0.696
C -2.246 -1.199 1.156
N -1.944 -0.106 1.944
C -0.585 0.010 2.031
C 0.172 0.935 2.734
C 1.537 0.788 2.760
C 2.120 -0.328 2.118
C 1.381 -1.185 1.348
C -0.010 -1.003 1.237
H -1.193 -3.847 0.223
H 0.030 -2.997 -0.630
H -1.674 -2.857 -1.138
H -3.270 -1.518 1.027
H -2.602 0.434 2.473
H -0.274 1.805 3.207
H 2.186 1.506 3.239
H 3.183 -0.509 2.239
H 1.853 -2.041 0.878
C 0.165 0.406 -3.190
C 0.896 1.508 -2.388
C -0.004 2.638 -1.891
H -0.019 -0.446 -2.537
H 0.802 0.070 -4.007
H -0.808 0.769 -3.519
H 1.452 1.097 -1.547
H 1.669 1.941 -3.036
H 0.550 3.566 -1.729
H -0.878 2.822 -2.517
H -0.396 2.404 -0.892
*
```

Mulliken analysis output, partial charges in e:
1. C -1.49
2. C 0.72
3. C -0.79
4. N 0.00
5. C -0.30
6. C -0.75
7. C -0.49
8. C -0.63
9. C -0.40
10. C 1.10
11. H 0.38
12. H 0.33
13. H 0.33
14. H 0.40
15. H 0.18
16. H 0.34
17. H 0.42
18. H 0.36
19. H 0.31
20. C -0.76
21. C -0.16
22. C -1.07
23. H 0.02
24. H 0.30
25. H 0.28
26. H 0.24
27. H 0.29
28. H 0.31
29. H 0.34
30. H 0.19


On energetic grounds, z is preferred over the next structure by 0.405 eV.